The following is a quantum chemistry calculation of a cluster of 2 separate species, C9H11FNO2 in total, from OMol25.

Output
**Largest force on an atom**: 0.073 hartree/bohr
**Lowest unoccupied orbital energy (spin up / spin down)**: -4.080 / -5.207 eV
**Total charge**: +1
**Orbital gap (spin up / spin down)**: 7.2 / 6.2 eV
**2S+1**: 1

Each line ends with the Löwdin charge.
Cartesian coordinates (Å):
N: 0.56547 -1.89080 1.53852  0.2288
C: 2.47203 1.07637 3.15554  0.0047
C: -2.79407 -1.06568 -0.81745  -0.0434
H: 2.61365 1.84914 3.88858  0.0514
F: 1.31349 0.83808 2.50751  -0.0857
C: -0.51940 0.52124 -1.29972  -0.1287
H: -3.68114 0.15107 -2.33807  0.1124
O: 2.03916 -0.62326 0.43604  0.1228
C: 0.45524 1.45217 -1.69763  -0.0363
C: -1.70813 0.72312 -1.97960  -0.0372
H: -1.95320 -1.98066 0.76768  0.1436
H: -1.63024 1.51070 -2.72918  0.1302
H: 2.23012 2.05373 -1.97618  0.1460
H: -0.38277 -2.28273 1.64785  0.1241
C: -2.81512 -0.03131 -1.76026  -0.0283
H: 0.31770 2.15665 -2.53554  0.1444
H: 1.33946 -2.12914 2.15074  0.1533
H: -3.63848 -1.63257 -0.40243  0.1266
H: 2.00736 0.13724 -0.18480  0.0872
C: 0.73698 -0.96545 0.59390  -0.2861
O: 1.80270 1.38954 -1.40187  0.0270
C: -1.66334 -1.16136 -0.01860  -0.0189
C: -0.38036 -0.51077 -0.21179  -0.0190
H: 3.27289 0.41468 2.66674  0.0811